17
Properties=species:S:1:pos:R:3 method="wB97M-V/def2-TZVPD" relative_energy_kcal_mol=127.0 e_tot_ha=-346.82302 e_lumo_ev=0.8
O 1.769 -0.852 1.409
O -2.147 0.532 0.834
C -1.962 -0.188 -0.392
C -0.559 0.410 -0.612
C 1.895 -0.331 -0.323
C -0.837 1.095 0.748
C 0.529 -0.645 -0.652
H -0.865 2.192 0.745
H 0.374 -1.438 -1.398
H -0.212 0.767 1.592
H -1.954 -1.274 -0.223
H 2.669 -1.017 -0.668
H 2.237 0.698 -0.177
H 1.622 -0.029 1.906
H -0.537 1.143 -1.433
H -2.729 0.063 -1.132
H 0.731 -1.061 0.708

14
Properties=species:S:1:pos:R:3 method="wB97M-V/def2-TZVPD" relative_energy_kcal_mol=41.3 e_tot_ha=-1099.00813 smiles="[H]/N=C(/N)[C@H](O)C(=S)S" e_lumo_ev=-0.8
S 0.360 -2.601 -0.087
S -0.068 -0.820 -2.563
O 1.500 1.056 -0.669
N -0.360 0.709 2.131
N -1.236 1.434 0.163
C 0.299 -1.065 -1.003
C 0.836 0.039 0.029
C -0.299 0.656 0.846
H 1.498 -0.392 0.737
H 0.475 0.350 2.517
H -0.175 -3.441 -0.959
H -1.965 1.685 0.817
H -1.681 0.974 -0.626
H 0.814 1.415 -1.334

22
Properties=species:S:1:pos:R:3 method="wB97M-V/def2-TZVPD" relative_energy_kcal_mol=169.6 e_tot_ha=-477.93508 total_charge=+1 e_lumo_ev=-7.4
O -2.645 -0.679 -0.246
O 0.436 1.747 1.282
O 4.359 0.539 0.260
O -2.463 1.970 0.651
N 1.181 0.304 -0.832
C 1.131 -1.315 -1.155
C -1.045 -2.309 0.223
C -1.997 -1.634 -0.604
H -0.514 1.700 1.148
H -2.452 -2.208 -1.439
H -2.736 1.204 0.128
H -0.377 -1.728 0.873
H 4.935 -0.101 0.703
H 0.408 -1.206 -1.964
H 2.071 0.714 -1.159
H 0.246 0.530 -1.159
H -3.266 2.479 0.821
H 1.259 0.381 0.184
H -0.390 -2.957 -0.411
H 2.031 -1.477 -1.751
H 0.534 1.814 2.234
H 4.737 1.338 0.678

59
Properties=species:S:1:pos:R:3 method="wB97M-V/def2-TZVPD" relative_energy_kcal_mol=9.3 e_tot_ha=-1682.05047 smiles="CC(=O)c1ccc(C(=O)N2CCC[C@H](CCC(=O)N(C)CCc3ccccn3)C2)s1" e_lumo_ev=0.0
S -3.119 3.059 1.601
O -2.712 -0.600 1.923
O -5.529 5.535 3.468
O 2.013 0.156 0.546
N -2.749 0.260 -0.164
N 3.425 -0.546 -1.052
N 3.552 -4.456 -0.730
C 4.148 -3.333 -0.345
C -1.057 0.899 -2.378
C -3.415 5.991 2.437
C 2.273 -0.642 -0.338
C 4.083 -2.870 0.966
C -4.564 5.114 2.867
C 4.849 -2.552 -1.418
C 4.349 0.519 -0.721
C -3.785 1.467 1.664
C 1.265 -1.705 -0.738
C 3.905 -1.494 -2.028
C -3.219 1.190 -1.162
C 2.875 -5.154 0.164
C -4.953 1.441 2.377
C 2.740 -4.771 1.489
C -5.339 2.706 2.844
C 3.362 -3.600 1.895
C -1.855 -0.749 -0.686
C -2.033 1.918 -1.794
C -0.613 -0.085 -1.293
C -4.450 3.700 2.513
C 0.353 -1.142 -1.838
C -3.036 0.286 1.152
H -3.599 7.015 2.748
H -0.188 1.415 -2.789
H 4.452 -0.937 -2.795
H 5.293 0.121 -0.343
H 2.168 -5.369 2.180
H -2.392 2.594 -2.572
H -1.587 -1.407 0.141
H -6.230 2.902 3.412
H 0.971 -0.694 -2.621
H -1.530 2.511 -1.029
H -3.924 1.894 -0.720
H 5.155 -3.233 -2.212
H -2.379 -1.332 -1.454
H -3.302 5.950 1.356
H -0.214 -1.958 -2.291
H 2.417 -6.061 -0.208
H 3.889 1.137 0.048
H -3.748 0.619 -1.937
H 1.739 -2.626 -1.067
H 4.583 -1.958 1.252
H 4.550 1.127 -1.606
H -2.491 5.633 2.887
H -5.508 0.536 2.545
H 5.732 -2.062 -1.007
H 3.284 -3.259 2.917
H -0.105 0.477 -0.503
H -1.541 0.352 -3.191
H 0.669 -1.927 0.148
H 3.070 -1.999 -2.511

36
Properties=species:S:1:pos:R:3 method="wB97M-V/def2-TZVPD" relative_energy_kcal_mol=5.7 e_tot_ha=-897.30709 total_charge=+1 e_lumo_ev=-2.6
O 3.026 -1.530 0.282
O 2.229 1.263 -2.369
O -2.158 -1.762 -2.589
O -2.239 -1.202 2.464
O -1.240 -2.644 -0.012
O -1.268 1.928 3.247
O -1.380 1.032 -2.421
O 2.244 2.342 0.385
O -0.422 2.482 -0.951
N -0.317 0.787 1.008
C 0.030 -2.118 0.216
C 0.288 -0.874 -0.619
C -0.776 0.231 -0.315
C -0.859 1.305 -1.380
H 2.777 1.671 -3.045
H 1.281 -0.460 -0.734
H -2.220 -1.285 -3.416
H -0.135 0.031 1.660
H -0.024 -1.196 -1.624
H -2.125 -1.401 3.396
H -1.302 -3.214 -0.787
H 0.518 1.363 0.830
H 3.131 2.257 0.753
H -3.153 -0.943 2.323
H 3.333 -1.992 1.074
H 0.800 -2.872 0.135
H -0.993 1.474 1.316
H 1.860 0.459 -2.748
H -1.622 -0.431 -0.253
H -1.889 2.662 3.221
H -2.864 -1.632 -1.961
H 0.037 -1.836 1.278
H -0.224 3.139 -1.635
H -0.490 2.160 3.761
H 3.831 -1.088 -0.017
H 2.314 1.894 -0.475

87
Properties=species:S:1:pos:R:3 method="wB97M-V/def2-TZVPD" relative_energy_kcal_mol=0.0 e_tot_ha=-12287.99926 e_lumo_ev=-0.3
Br -1.435 -3.654 0.187
Br 1.308 -2.139 0.549
Br -0.068 -3.341 3.141
S -5.411 -7.483 -7.924
S -3.040 2.538 -3.805
S -3.759 1.088 7.183
S 3.576 7.750 1.981
S 10.495 1.122 -7.683
S -3.164 -7.762 12.307
O -2.320 -9.009 11.664
O -2.273 -6.852 13.037
O -3.554 -7.098 10.811
O 4.418 8.258 0.931
O 11.716 0.854 -6.950
O -4.121 -7.791 -8.935
O -4.481 -8.303 -6.790
O -3.560 2.153 -2.495
O 2.188 7.999 1.996
O -3.594 1.442 -4.988
O 9.228 1.540 -6.589
O -1.728 2.972 -4.156
O -6.554 -8.324 -8.275
O -3.170 -0.188 7.399
O 4.289 8.159 3.416
O 9.962 0.278 -8.734
O -5.586 -6.131 -7.400
O -4.277 0.939 5.624
O -4.794 1.612 8.061
O -4.321 -8.279 13.067
C 7.887 1.666 -7.016
C -0.357 -2.522 1.405
C -2.890 -7.445 -8.317
C -3.091 -7.902 -6.850
C 4.169 9.211 5.617
C -3.378 0.719 -7.238
C -2.429 -9.047 10.285
C -2.632 0.882 -5.926
C -3.133 -7.854 9.707
C -2.543 2.445 6.996
C 3.827 5.938 2.170
C -4.119 3.935 -4.303
C 10.601 2.756 -8.484
C 3.391 8.865 4.361
C 7.105 1.874 -5.746
C -5.560 -1.319 5.575
C -5.516 0.278 5.385
H -2.758 -6.368 -8.419
H 7.589 2.421 -7.744
H -2.428 -8.712 -6.548
H -3.128 3.363 7.041
H -4.138 4.611 -3.448
H -5.158 3.624 -4.407
H -2.662 0.529 -8.038
H -2.995 -7.082 -6.138
H 3.011 9.762 3.874
H -0.971 -1.642 1.602
H -2.074 -7.902 -8.876
H -5.680 0.464 4.324
H 7.315 1.308 -4.838
H -6.346 0.843 5.809
H 4.261 8.230 6.082
H 10.558 3.538 -7.726
H 6.136 1.470 -6.038
H -3.677 4.476 -5.139
H -2.090 0.060 -5.457
H -1.826 1.590 -6.116
H 3.588 9.870 6.262
H -4.606 -1.688 5.954
H 5.115 9.691 5.368
H 4.877 5.739 1.959
H 3.572 5.801 3.221
H 3.046 5.429 1.606
H 11.629 2.953 -8.786
H -4.048 -0.138 -7.169
H -3.034 -9.874 9.914
H 7.745 0.691 -7.482
H -1.717 2.447 7.708
H 9.829 2.905 -9.238
H -2.535 -7.136 9.147
H -5.471 -1.793 4.597
H -2.001 2.284 6.065
H 7.073 2.880 -5.328
H 2.548 8.205 4.567
H -1.434 -9.296 9.914
H -3.966 -8.223 9.108
H -4.011 1.559 -7.525
H -6.434 -1.720 6.088

no.,frontier orbital gap (eV)
1,9.3641
2,8.6226
3,6.4164
4,9.0376
5,10.6752
6,10.1952